15
Properties=species:S:1:pos:R:3:nbo_charge:R:1 method="wB97M-V/def2-TZVPD" spin_multiplicity=1 gap_ev=11.19 de_lowest_kcal_mol=10.4 lumo_energy_ha=0.0364 e_tot_ha=-494.2704
C 1.590 -1.105 -0.355 -0.371
C 0.478 -0.379 -0.525 -0.077
C -0.533 -0.809 -1.578 -0.441
C -1.866 -1.326 -1.088 -0.623
C 0.214 0.649 0.627 0.960
F -0.326 1.841 0.208 -0.348
F -0.541 0.027 1.440 -0.300
F 1.282 1.055 1.218 -0.309
H 2.403 -0.923 0.300 0.214
H 1.806 -1.882 -1.153 0.193
H 0.060 -1.393 -2.281 0.224
H -0.775 0.115 -2.249 0.213
H -1.602 -2.054 -0.215 0.214
H -2.318 -1.789 -2.056 0.225
H -2.607 -0.554 -0.623 0.227

***

20
Properties=species:S:1:pos:R:3:nbo_charge:R:1 method="wB97M-V/def2-TZVPD" total_charge=+1 spin_multiplicity=1 gap_ev=11.60 lumo_energy_ha=-0.1358 e_tot_ha=-1267.0581
C 0.053 2.455 -1.312 -0.718
S -0.450 0.927 -0.428 0.729
C 1.027 -0.003 0.089 -0.554
C 0.652 -1.219 0.961 0.003
O 1.815 -1.802 1.477 -0.671
C -0.337 -0.891 2.115 0.941
F -0.280 0.368 2.531 -0.312
F -1.578 -1.197 1.715 -0.320
F -0.092 -1.649 3.162 -0.292
C -1.398 -0.067 -1.695 0.904
F -2.395 -0.606 -1.082 -0.263
F -0.660 -0.956 -2.277 -0.275
F -1.862 0.794 -2.561 -0.282
H 0.279 2.244 -2.362 0.270
H -0.820 3.111 -1.233 0.280
H 0.918 2.893 -0.804 0.279
H 1.552 -0.322 -0.822 0.272
H 1.736 0.634 0.638 0.297
H 0.194 -1.967 0.292 0.205
H 1.647 -2.747 1.596 0.504

***

15
Properties=species:S:1:pos:R:3:nbo_charge:R:1 method="wB97M-V/def2-TZVPD" spin_multiplicity=1 gap_ev=10.49 de_lowest_kcal_mol=40.2 lumo_energy_ha=0.0346 e_tot_ha=-404.0429
C -0.323 -2.168 0.191 -0.419
N 0.176 -0.879 0.615 -0.389
C -0.746 0.077 1.235 -0.253
C 0.001 1.213 0.534 0.216
F 0.957 1.800 1.335 -0.344
C 0.617 0.114 -0.354 -0.183
C -0.036 0.029 -1.677 0.252
N -0.583 -0.058 -2.697 -0.308
H 0.458 -2.703 -0.302 0.209
H -1.172 -2.118 -0.536 0.177
H -0.646 -2.691 1.067 0.211
H -0.758 0.119 2.345 0.216
H -1.810 -0.012 0.870 0.186
H -0.610 1.986 0.045 0.184
H 1.699 0.188 -0.500 0.245

***

16
Properties=species:S:1:pos:R:3:nbo_charge:R:1 method="wB97M-V/def2-TZVPD" spin_multiplicity=1 gap_ev="5.22 / 5.14" de_lowest_kcal_mol=99.9 lumo_energy_ha="-0.1277 / -0.1283" e_tot_ha=-802.0803
C 0.121 1.913 -0.166 -0.077
C 0.849 0.745 -0.113 -0.123
C -0.144 -0.229 0.202 0.076
C 2.235 0.390 -0.264 -0.628
C -0.083 -1.666 0.411 -0.641
N -1.263 1.652 -0.143 -0.229
N -1.324 0.405 0.072 -0.066
F -4.761 0.221 0.022 -0.448
S -3.723 -0.997 -0.237 0.590
H 0.464 2.879 -0.272 0.204
H 2.675 0.808 -1.217 0.227
H 2.889 0.624 0.546 0.222
H 2.279 -0.687 -0.268 0.216
H -1.146 -2.060 0.660 0.228
H 0.407 -2.142 -0.479 0.225
H 0.526 -1.856 1.249 0.225

***

16
Properties=species:S:1:pos:R:3:nbo_charge:R:1 method="wB97M-V/def2-TZVPD" total_charge=-1 spin_multiplicity=1 gap_ev=8.49 de_lowest_kcal_mol=64.0 lumo_energy_ha=0.1468 e_tot_ha=-499.7692
O -3.317 -0.151 -0.452 -0.774
C -2.451 0.616 -0.033 0.775
O -2.399 1.846 0.113 -0.759
C -1.084 -0.173 0.197 -0.034
N -1.513 -1.716 0.574 -0.213
F -0.518 -2.668 -0.009 -0.360
C -0.057 0.149 -0.895 -0.426
C 1.115 0.298 0.101 -0.421
C -0.057 0.237 1.220 -0.411
H -2.242 -1.767 -0.129 0.368
H -0.330 1.222 -1.209 0.234
H -0.167 -0.563 -1.724 0.209
H 1.786 -0.492 0.341 0.198
H 1.650 1.267 -0.114 0.186
H -0.015 -0.705 1.850 0.214
H -0.185 1.124 1.829 0.215

***

14
Properties=species:S:1:pos:R:3:nbo_charge:R:1 method="wB97M-V/def2-TZVPD" spin_multiplicity=1 gap_ev=10.13 de_lowest_kcal_mol=0.0 lumo_energy_ha=0.0383 e_tot_ha=-369.7990
C -0.797 -1.233 -0.289 -0.620
C -0.635 0.280 -0.351 0.056
O 0.301 0.622 -1.381 -0.485
C 1.331 1.278 -0.807 0.180
C 1.228 1.462 0.504 -0.375
C -0.079 0.887 0.955 0.156
F -0.938 1.865 1.440 -0.370
H 0.151 -1.698 -0.031 0.213
H -1.114 -1.605 -1.259 0.222
H -1.543 -1.497 0.455 0.217
H -1.591 0.755 -0.600 0.206
H 2.119 1.565 -1.480 0.203
H 1.915 1.961 1.155 0.229
H 0.006 0.156 1.769 0.169

***

17
Properties=species:S:1:pos:R:3:mulliken_charge:R:1 method="wB97M-V/def2-TZVPD" total_charge=+1 spin_multiplicity=2 gap_ev="7.50 / 7.53" de_lowest_kcal_mol=1.3 lumo_energy_ha="-0.1872 / -0.1916" e_tot_ha=-550.7120 s_squared=0.75
C 0.689 2.492 0.026 -0.708
C 1.888 2.385 -0.590 -0.797
H 0.646 2.984 1.005 0.382
H -0.312 2.195 -0.292 0.378
H 2.804 2.744 -0.110 0.429
H 1.981 2.002 -1.610 0.387
O -1.498 -1.936 0.776 -0.326
C -0.650 -2.054 1.837 0.566
C -0.997 -1.756 -0.534 -0.229
O -1.055 -2.673 2.801 -0.559
O 0.493 -1.483 1.724 -0.885
C -1.167 -0.379 -1.082 -0.400
H -1.576 -2.452 -1.164 0.317
H 0.062 -2.041 -0.613 0.274
F -2.405 0.113 -1.003 -0.211
H -0.661 -0.110 -2.018 0.465
Sr 1.757 -0.031 0.846 1.916

***

15
Properties=species:S:1:pos:R:3:nbo_charge:R:1 method="wB97M-V/def2-TZVPD" spin_multiplicity=1 gap_ev=9.35 de_lowest_kcal_mol=74.7 lumo_energy_ha=0.0274 e_tot_ha=-767.8711
F -1.699 0.869 -1.027 -0.397
C -0.523 0.427 -1.677 0.031
C 0.507 0.861 -0.613 -0.329
C 0.339 0.790 0.896 0.115
O -0.626 0.055 1.539 -0.499
C -0.784 -1.331 1.230 -0.184
S 0.958 -1.788 0.684 0.127
C 1.418 -0.031 0.233 -0.375
H -0.724 -0.705 -1.982 0.201
H -0.570 1.225 -2.593 0.191
H 0.933 1.758 -0.904 0.226
H 0.625 1.778 1.392 0.221
H -0.973 -1.918 2.174 0.208
H -1.541 -1.766 0.485 0.199
H 2.661 -0.223 0.163 0.264